Entry 1:
Here is a cluster of 2 separate species, C3H8O3 in total at a distorted geometry from the OMol25 dataset. Energies are from the ωB97M-V functional and the def2-TZVPD basis.

```
! RIJCOSX wB97M-V def2-TZVPD def2/J DEFGRID3
* xyz 0 1
C -1.66049 -0.93516 -0.02731
O -0.64835 -0.07064 0.50001
O -0.85135 1.35000 -1.12163
H -0.32949 1.03093 -1.87733
H -1.82762 -1.73476 0.70037
H -1.36762 -1.32806 -0.99819
H -2.55815 -0.33006 -0.12377
C 1.54014 0.82091 0.74076
C 0.71625 -0.29870 0.09879
O 0.86020 -0.50551 -1.16818
H 0.94476 -1.25685 0.64757
H 2.59514 0.64075 0.54160
H 1.22316 1.75199 0.27249
H 1.36343 0.86515 1.81484
*
```

Calculated values
energy relative to the best compared isomer or geometry (same formula, charge and spin) = 136.4 kcal/mol
LUMO level (alpha / beta) = -0.08307 / -0.03008 hartree
HOMO level (alpha / beta) = -0.37355 / -0.37639 Ha
calculated total energy = -344.630925 Eh

Entry 2:
Here is a cluster of 2 separate species, C3H8O3 in total at a distorted geometry from the OMol25 dataset. Energies are from the ωB97M-V functional and the def2-TZVPD basis.

```
! RIJCOSX wB97M-V def2-TZVPD def2/J DEFGRID3
* xyz 0 1
C -1.06058 -0.21152 -0.50459
C -1.35997 0.44644 0.64252
C 1.74041 -0.41719 0.47117
O -1.09740 -1.56351 -0.62294
O -0.62727 0.44023 -1.63731
O 1.21935 1.08199 0.56031
H -0.37254 -1.84333 -1.20040
H -1.33880 1.00565 -1.96571
H 0.63628 1.84420 0.73488
H -1.71100 -0.12034 1.48695
H -1.63734 1.48686 0.61326
H 2.75278 -0.30252 0.84783
H 1.11870 -1.03498 1.11919
H 1.73738 -0.81198 -0.54516
*
```

Calculated values
energy relative to the best compared isomer or geometry (same formula, charge and spin) = 95.8 kcal/mol
LUMO level = 0.02411 hartree
structure (SMILES) = C=C(O)O.CO
HOMO level = -0.30784 Ha
calculated total energy = -344.695756 Eh